DFT (wB97M-V/def2-TZVPD) results for a 2-piece molecular cluster, C4H13N2O4 overall at a distorted geometry.

```
! RIJCOSX wB97M-V def2-TZVPD def2/J DEFGRID3
* xyz 1 1
C 4.643 0.040 -0.698
C 3.339 -0.173 -0.468
C -0.968 -0.651 -0.083
C -2.436 -0.144 -0.033
N -0.102 0.569 0.258
N -2.472 0.608 1.218
O 2.565 0.674 0.352
O -0.751 -1.698 0.751
O -2.670 0.710 -1.119
O -3.304 -1.215 -0.053
H 5.427 0.817 -0.426
H -0.631 -0.740 -1.119
H 5.047 -0.568 -1.500
H 2.854 -1.080 -0.794
H -0.398 1.171 -0.514
H 1.016 0.432 0.549
H -2.338 0.074 2.080
H -3.197 1.387 1.309
H -0.807 0.909 1.079
H 3.087 1.464 0.629
H -0.336 -2.498 0.269
H -3.517 1.089 -1.136
H -4.049 -1.177 -0.551
*
```

Output
E_tot, a.u.: -570.370608
Energy relative to the best compared isomer or geometry (same formula, charge and spin), kJ/mol: 283.3

DFT (wB97M-V/def2-TZVPD) results for an isolated ion of composition C4H13N2S and charge +1 at a distorted geometry.

```
! RIJCOSX wB97M-V def2-TZVPD def2/J DEFGRID3
* xyz 1 1
N 2.874 0.334 1.319
C 2.864 -0.566 0.111
C 1.403 -1.166 -0.056
N 0.582 -0.437 0.880
C -0.432 0.568 0.197
C -1.631 -0.254 -0.361
S -2.961 0.763 -1.189
H 3.783 0.669 1.580
H 2.296 0.065 2.180
H 2.335 1.224 1.234
H 3.174 0.042 -0.735
H 3.647 -1.431 0.136
H 1.015 -0.875 -1.164
H 1.382 -2.325 0.248
H 0.044 -1.109 1.432
H 0.026 1.266 -0.474
H -0.601 1.196 1.075
H -1.279 -0.897 -1.087
H -2.047 -0.751 0.381
H -3.813 -0.050 -0.518
*
```

Output
E_tot, a.u.: -667.576580
Structure (SMILES): [NH3+]CCNCCS
Energy relative to the best compared isomer or geometry (same formula, charge and spin), kJ/mol: 271.0

DFT (wB97M-V/def2-TZVPD) results for an isolated ion of composition C4H13N2Si and charge +1 at a distorted geometry.

```
! RIJCOSX wB97M-V def2-TZVPD def2/J DEFGRID3
* xyz 1 1
C 0.931 1.858 -1.374
N -0.129 1.255 -2.085
C -1.496 1.254 -1.561
Si -1.497 -0.157 -0.171
C -0.294 -0.538 1.327
N 0.543 -1.524 1.254
C 1.312 -2.008 2.333
H 0.863 2.922 -1.258
H 1.207 1.303 -0.466
H 1.792 1.711 -2.022
H -0.040 0.673 -2.927
H -1.762 2.227 -1.175
H -2.097 0.697 -2.204
H -1.489 -1.297 -0.968
H -2.537 -0.054 0.760
H -0.363 -0.155 2.260
H 0.713 -1.964 0.424
H 0.598 -2.305 3.148
H 1.850 -1.141 2.767
H 1.896 -2.757 1.938
*
```

Output
E_tot, a.u.: -558.861458
Structure (SMILES): CNC[SiH2]/C=[NH+]/C
Energy relative to the best compared isomer or geometry (same formula, charge and spin), kJ/mol: 375.9

DFT (wB97M-V/def2-TZVPD) results for an isolated ion of composition C4H13N2Si and charge +1 at a distorted geometry.

```
! RIJCOSX wB97M-V def2-TZVPD def2/J DEFGRID3
* xyz 1 1
C -0.300 -0.746 -1.657
Si 0.826 -0.136 -0.243
C 0.806 -1.403 1.241
C 2.529 0.556 -0.605
N -0.452 1.412 0.406
C -1.690 1.316 0.740
N -2.481 0.249 0.909
H -1.104 -1.486 -1.322
H -1.005 0.013 -2.085
H 0.048 -1.307 -2.544
H 0.304 -0.847 1.985
H 0.157 -2.289 0.930
H 1.740 -1.816 1.455
H 3.249 -0.120 -1.095
H 2.538 1.503 -1.206
H 3.036 0.708 0.356
H -0.189 2.407 0.385
H -2.378 2.171 0.844
H -3.508 0.412 0.998
H -2.128 -0.597 0.508
*
```

Output
E_tot, a.u.: -559.000465
Structure (SMILES): C[Si](C)(C)NC=[NH2+]
Energy relative to the best compared isomer or geometry (same formula, charge and spin), kJ/mol: 10.9

DFT (wB97M-V/def2-TZVPD) results for a single C4H13N3 molecule at a distorted geometry.

```
! RIJCOSX wB97M-V def2-TZVPD def2/J DEFGRID3
* xyz 0 1
N -1.462 -1.127 1.483
C -0.328 -0.480 2.196
C 0.278 0.702 1.429
N 0.932 0.133 0.190
C 0.754 1.070 -0.961
C 0.469 0.201 -2.271
N -0.752 -0.663 -2.221
H -1.818 -2.084 1.665
H -1.145 -1.041 0.535
H -0.692 -0.213 3.176
H 0.483 -1.189 2.377
H 0.887 1.301 2.054
H -0.531 1.411 1.038
H 1.917 -0.138 0.415
H 1.628 1.648 -1.265
H -0.099 1.773 -0.805
H 1.358 -0.429 -2.374
H 0.483 0.724 -3.231
H -0.720 -1.399 -1.582
H -1.643 -0.201 -1.849
*
```

Output
E_tot, a.u.: -324.415471
Structure (SMILES): NCCNCCN
Energy relative to the best compared isomer or geometry (same formula, charge and spin), kJ/mol: 156.1

DFT (wB97M-V/def2-TZVPD) results for a single C4H13N3 molecule at a distorted geometry.

```
! RIJCOSX wB97M-V def2-TZVPD def2/J DEFGRID3
* xyz 0 1
N 1.247 -1.447 2.603
C 0.031 -0.783 2.173
C 0.363 0.163 0.986
N -0.769 0.562 0.136
C -0.838 -0.098 -1.207
C -0.601 0.836 -2.351
N 0.804 1.308 -2.490
H 1.049 -2.071 3.379
H 1.677 -1.889 1.817
H -0.829 -1.426 1.886
H -0.413 -0.217 2.988
H 1.137 -0.364 0.417
H 0.765 1.052 1.468
H -1.554 0.116 0.611
H -1.855 -0.478 -1.281
H -0.103 -0.915 -1.227
H -1.232 1.722 -2.241
H -0.856 0.353 -3.295
H 1.179 1.312 -1.553
H 0.799 2.263 -2.819
*
```

Output
E_tot, a.u.: -324.430876
Structure (SMILES): NCCNCCN
Energy relative to the best compared isomer or geometry (same formula, charge and spin), kJ/mol: 115.7

DFT (wB97M-V/def2-TZVPD) results for a single C4H13N3 molecule at a distorted geometry.

```
! RIJCOSX wB97M-V def2-TZVPD def2/J DEFGRID3
* xyz 0 1
C -1.388 -0.411 0.831
C 0.052 -0.799 0.383
C 0.061 -1.185 -1.093
N -1.080 -2.021 -1.496
N 1.095 0.204 0.879
C 1.251 1.437 0.105
N 0.400 2.621 0.424
H -1.877 -0.060 -0.090
H -1.381 0.479 1.458
H -1.966 -1.220 1.264
H 0.439 -1.610 1.017
H 0.172 -0.236 -1.637
H 0.918 -1.839 -1.239
H -2.006 -1.789 -1.179
H -0.849 -2.287 -2.444
H 0.582 0.548 1.687
H 2.269 1.834 0.122
H 1.041 1.231 -0.945
H 0.585 2.848 1.401
H -0.561 2.337 0.368
*
```

Output
E_tot, a.u.: -324.414923
Structure (SMILES): C[C@@H](CN)NCN
Energy relative to the best compared isomer or geometry (same formula, charge and spin), kJ/mol: 157.6

DFT (wB97M-V/def2-TZVPD) results for a single C4H13N3 molecule at a distorted geometry.

```
! RIJCOSX wB97M-V def2-TZVPD def2/J DEFGRID3
* xyz 0 1
N 0.553 -1.418 2.219
C -0.471 -0.416 1.942
C -0.762 -0.281 0.417
C 0.221 0.665 -0.355
N 0.178 2.084 0.047
C 0.102 0.382 -1.938
N 0.035 -0.915 -2.476
H 1.365 -1.267 1.757
H 0.711 -1.413 3.269
H -0.248 0.579 2.505
H -1.324 -0.874 2.457
H -0.582 -1.143 -0.051
H -1.927 -0.327 0.351
H 1.199 0.125 -0.094
H 1.060 2.662 0.135
H -0.558 2.358 0.542
H -0.882 0.701 -2.363
H 0.876 0.969 -2.294
H 0.094 -1.697 -1.754
H 0.310 -1.037 -3.386
*
```

Output
E_tot, a.u.: -324.367867
Structure (SMILES): NCC[C@H](N)CN
Energy relative to the best compared isomer or geometry (same formula, charge and spin), kJ/mol: 281.1

no.,gap between HOMO and LUMO (eV),highest occupied orbital energy (eV)
1,10.08,-12.879
2,8.44,-11.971
3,6.77,-11.707
4,11.86,-14.737
5,9.91,-8.798
6,10.26,-9.200
7,9.78,-8.829
8,9.49,-8.391